(1)
CH4N3 | ωB97M-V/def2-TZVPD

Structure (XYZ):
```
8
CH4N3, DFT ωB97M-V/def2-TZVPD
N 0.4934 0.4663 0.1178
N -0.9714 0.3714 0.6330
C -1.7606 -0.6399 0.1190
N -2.0325 0.5157 -0.4270
H 0.7824 0.9254 -0.7466
H 0.9633 -0.5299 0.0917
H 0.7563 1.0752 0.8475
H -1.7238 -1.7767 0.2000
```

As for the spin multiplicity: 1. Its HOMO energy is -15.98 eV. The energy relative to the best compared isomer or geometry (same formula, charge and spin) is 4.820 eV. As for the total charge: +1. The gap between HOMO and LUMO is 10.95 eV.

Löwdin atomic charge list, values in e, 5 entries:
1 N 0.20
2 N -0.05
3 C -0.07
4 N 0.23
5 H 0.16

=====

(2)
CH4N3 | ωB97M-V/def2-TZVPD

Structure (XYZ):
```
8
CH4N3, DFT ωB97M-V/def2-TZVPD
N 0.7802 -0.4599 -0.2753
N -0.6525 -0.4418 -0.2132
C -1.2628 0.7683 0.4033
N -1.1334 -0.2055 1.1480
H 1.2393 0.1199 0.4526
H 1.1151 0.0411 -1.1046
H 1.0747 -1.5483 -0.3086
H -1.1606 1.7261 -0.1021
```

As for the spin multiplicity: 1. Its HOMO energy is -16.05 eV. The energy relative to the best compared isomer or geometry (same formula, charge and spin) is 4.899 eV. As for the total charge: +1. The gap between HOMO and LUMO is 11.28 eV.

Löwdin atomic charge list, values in e, 5 entries:
1 N 0.16
2 N -0.11
3 C 0.01
4 N 0.18
5 H 0.17

=====

E: -5560.0653 -5559.9857 (eV)